[1]
Formula: C24H33N2W
Source: the Open Molecules 2025 dataset
Level of theory: wB97M-V/def2-TZVPD

Its total charge is +1. Its spin multiplicity is 3. The value obtained for the HOMO energy (alpha / beta) is -9.465 / -9.751 eV. The calculation puts the gap between HOMO and LUMO (alpha / beta) at 0.21968 / 0.21259 hartree. As for the relative energy (zero: lowest compared OMol25 entry of this formula, charge and spin): 118.4 kcal per mole.

Atoms and positions in Å:
C1 2.065 -2.099 2.461
C2 -2.755 2.734 -1.043
H1 -1.631 -0.252 -2.317
H2 -1.044 2.910 -3.347
H3 3.272 0.180 -0.816
C3 -0.127 2.523 -2.768
C4 0.058 -2.467 0.818
H4 0.518 2.871 4.475
C5 1.156 2.742 -3.267
H5 3.309 0.036 0.932
H6 -1.371 -2.367 -2.384
C6 -0.086 0.715 4.563
H7 -3.789 2.564 -0.830
C7 1.871 -1.259 0.018
H8 -1.039 -3.906 -1.559
H9 -2.356 1.518 1.122
H10 1.393 -2.355 3.289
C8 -2.080 0.789 0.315
H11 -0.259 2.482 -0.578
C9 -1.257 -2.839 -1.401
N1 -0.223 -0.173 3.565
H12 2.740 -2.953 2.311
H13 -2.394 -0.885 1.637
H14 4.031 -1.241 -0.066
H15 -0.548 -3.259 2.746
C10 1.169 -1.022 -2.502
C11 -0.161 -2.220 -0.585
C12 -2.049 1.438 -1.057
C13 0.905 0.965 -0.872
W1 -0.039 -0.234 0.474
H16 -0.410 -4.436 1.396
C14 -2.408 0.517 -2.131
N2 0.101 0.411 2.358
C15 0.956 -1.473 -1.085
C16 3.181 -0.544 0.004
H17 -1.820 -3.313 1.464
C17 0.333 1.928 3.983
C18 -0.739 -3.406 1.661
H18 1.289 3.285 -4.308
H19 0.223 -0.885 -3.034
H20 3.147 3.076 -2.585
H21 1.766 -1.737 -3.087
H22 2.673 -1.230 2.746
H23 0.790 2.392 1.830
H24 1.675 -0.052 -2.535
C19 2.197 2.605 -2.354
H25 -2.220 -2.795 -0.881
H26 -3.363 0.018 -1.998
H27 -2.816 -1.209 -0.124
C20 -2.130 -0.682 0.580
H28 -2.330 3.437 -0.313
C21 1.324 -1.894 1.185
H29 2.880 1.974 -0.300
H30 -2.653 3.298 -1.993
C22 0.466 1.711 2.625
H31 -2.393 1.013 -3.106
H32 -0.280 0.455 5.592
C23 2.112 1.829 -1.142
H33 -0.518 -1.158 3.649
C24 -0.312 1.924 -1.431

***

[2]
Formula: C24H33N3O2S2
Source: the Open Molecules 2025 dataset
Level of theory: wB97M-V/def2-TZVPD

The value obtained for the HOMO energy is -7.957 eV. The calculation puts the gap between HOMO and LUMO at 0.31179 hartree. As for the relative energy (zero: lowest compared OMol25 entry of this formula, charge and spin): 0.2 kcal per mole. Its structure (SMILES) is CCOC(=O)c1ccc(NC(=S)N(CCCN2CCC[C@@H](C)C2)Cc2cccs2)cc1.

Atoms and positions in Å:
C1 -2.970 -0.209 1.564
H1 -0.875 4.612 -0.829
H2 -0.502 -2.430 -0.393
C2 -1.967 2.160 -1.483
H3 3.596 2.676 0.071
H4 5.002 -3.505 -2.724
S1 6.204 -1.456 -0.023
H5 -1.239 0.662 2.466
H6 -1.969 4.133 0.473
C3 4.705 -2.253 0.344
C4 -0.712 -0.861 1.049
C5 0.496 2.226 -0.994
H7 0.109 5.246 1.358
C6 3.118 0.622 -0.296
H8 -7.894 -3.725 -1.763
H9 4.032 0.353 -0.826
H10 2.304 0.039 -0.727
N1 0.654 -0.623 1.216
C7 1.635 -1.556 1.365
C8 -0.904 2.491 -0.443
H11 -3.678 0.400 2.104
C9 4.283 -3.010 -0.704
H12 2.633 0.972 1.778
H13 0.566 1.182 -1.308
S2 1.281 -3.174 1.455
C10 -2.553 -1.963 -0.030
O1 -5.727 -0.557 1.023
H14 -1.843 2.776 -2.372
H15 -2.926 -2.697 -0.727
C11 -4.916 -1.271 0.482
H16 2.259 4.032 1.174
H17 -0.043 3.576 1.920
N2 2.901 -1.089 1.502
C12 2.844 2.113 -0.488
C13 3.254 0.283 1.196
H18 -6.338 -3.340 -2.514
H19 7.064 -1.958 -2.239
O2 -5.256 -2.253 -0.363
H20 -7.067 -1.492 -0.986
H21 -1.900 1.113 -1.774
H22 -6.409 -4.483 -1.170
C14 6.241 -2.171 -1.586
C15 0.115 4.202 1.040
H23 3.591 -2.963 2.010
C16 -3.453 -1.159 0.666
C17 -6.836 -3.570 -1.576
C18 1.473 3.872 0.430
C19 -0.993 3.942 0.026
H24 -7.146 -2.640 0.362
H25 0.659 2.857 -1.887
H26 3.376 -3.586 -0.677
H27 4.705 -1.619 2.384
C20 5.164 -2.965 -1.808
H28 1.665 4.552 -0.419
C21 -1.614 -0.061 1.755
H29 2.958 2.375 -1.553
H30 4.287 0.432 1.515
C22 -6.653 -2.428 -0.594
N3 1.523 2.479 0.009
H31 -2.959 2.336 -1.076
C23 -1.194 -1.813 0.155
H32 0.890 0.345 1.397
H33 -1.059 1.843 0.423
C24 4.008 -2.021 1.643

***

[3]
Formula: C24H33N3OPPdSSe2
Source: the Open Molecules 2025 dataset
Level of theory: wB97M-V/def2-TZVPD

Its total charge is -1. The value obtained for the HOMO energy is -3.451 eV. The calculation puts the gap between HOMO and LUMO at 0.22130 hartree. As for the relative energy (zero: lowest compared OMol25 entry of this formula, charge and spin): 0.0 kcal per mole.

Atoms and positions in Å:
H1 0.514 -4.131 -2.843
C1 -0.507 1.940 -1.300
C2 -0.205 3.200 -2.110
H2 3.201 2.597 2.057
C3 2.689 -1.757 -2.572
C4 0.648 -0.798 -3.312
C5 1.580 4.228 0.620
C6 2.172 2.231 1.990
C7 0.083 -2.062 -3.238
H3 0.046 0.055 -3.601
H4 2.175 1.143 2.064
C8 -2.361 -2.730 0.847
Se1 4.078 -0.055 -0.184
H5 -0.993 4.873 0.321
H6 -0.972 -2.225 -3.401
C9 1.519 2.702 0.688
N1 1.729 -1.455 0.256
H7 1.627 2.618 2.857
C10 -2.301 -4.233 -0.996
H8 -2.177 -6.318 -0.629
H9 0.187 1.164 -1.642
H10 -2.296 -3.659 2.743
H11 -2.448 3.972 -0.109
C11 -1.920 1.414 -1.566
H12 -2.313 -4.276 -2.075
H13 0.375 -3.220 2.816
C12 0.906 -3.120 -2.889
Se2 4.491 -1.599 -1.896
H14 -2.102 0.462 -1.061
C13 1.117 -2.637 2.285
S1 -2.411 -1.121 1.445
N2 2.190 -2.981 -2.562
H15 -2.173 -5.987 1.875
O1 -2.419 -1.994 -1.362
H16 0.845 3.486 -2.040
H17 -2.058 1.255 -2.641
P1 -0.132 1.859 0.518
H18 -3.076 1.795 1.252
H19 1.056 4.676 1.468
H20 -0.652 3.340 2.285
C14 -2.296 -3.858 1.680
C15 -2.232 -5.335 -0.183
H21 2.473 -2.495 3.920
C16 1.979 -0.634 -2.978
H22 2.622 4.557 0.676
Pd1 -0.099 -0.430 0.932
H23 2.096 2.280 -0.144
H24 2.451 0.339 -2.977
H25 -3.068 2.882 2.652
C17 -2.229 -5.145 1.196
H26 -0.817 4.051 -1.811
N3 -2.367 -2.963 -0.518
C18 2.274 -2.239 2.887
C19 -1.276 3.008 1.445
C20 0.866 -2.298 0.918
H27 1.153 4.636 -0.293
C21 3.240 -1.520 2.135
H28 -2.681 2.131 -1.245
C22 2.888 -1.138 0.872
H29 -2.381 4.860 1.407
H30 -2.098 1.394 2.648
H31 0.236 -2.934 0.302
C23 -1.791 4.250 0.717
H32 -0.419 3.005 -3.166
H33 4.216 -1.284 2.534
C24 -2.448 2.224 2.035

***

[4]
Formula: C24H33N4O2S3Sc
Source: the Open Molecules 2025 dataset
Level of theory: wB97M-V/def2-TZVPD

Its total charge is +2. The value obtained for the HOMO energy is -13.232 eV. The calculation puts the gap between HOMO and LUMO at 0.30843 hartree. As for the relative energy (zero: lowest compared OMol25 entry of this formula, charge and spin): 0.0 kcal per mole.

Atoms and positions in Å:
C1 1.226 1.574 -2.610
O1 2.028 0.755 0.175
H1 1.438 -2.579 -3.760
H2 3.969 -0.612 -0.169
C2 -4.017 2.329 2.581
H3 5.571 2.038 2.016
H4 -0.871 -1.550 -4.323
C3 1.295 2.568 -3.560
H5 -4.905 2.932 2.447
C4 -3.572 2.018 3.864
H6 -0.318 5.327 -4.483
C5 -3.329 1.868 1.474
C6 -2.430 1.258 4.015
N1 4.180 1.321 0.614
S1 -0.938 -2.643 0.893
H7 1.194 -0.883 -3.407
H8 -3.673 2.089 0.472
C7 0.863 -3.752 -1.023
C8 -2.469 -2.962 -1.471
O2 -1.547 0.626 0.527
C9 1.448 -0.960 2.787
N2 -0.034 -0.421 4.281
H9 -0.348 4.111 -5.750
C10 -0.472 0.033 3.088
S2 1.435 -2.078 -1.431
C11 2.901 1.582 0.528
H10 -2.739 -4.093 0.339
C12 -0.984 3.054 -3.105
N3 0.415 -0.290 2.155
H11 1.202 4.698 -5.143
H12 -3.500 -3.007 -1.821
H13 -1.868 1.787 -1.615
H14 5.119 -0.460 1.189
H15 2.101 0.976 -2.385
C13 -0.978 2.036 -2.175
H16 -1.894 3.617 -3.265
H17 5.556 0.142 -0.419
H18 -4.106 2.375 4.733
C14 4.735 0.010 0.284
H19 -0.879 -3.106 -3.546
H20 2.306 -1.326 2.248
H21 2.223 2.737 -4.090
H22 2.614 2.604 0.786
C15 0.256 -3.885 0.375
H23 -2.080 1.051 5.019
C16 1.177 -1.052 4.109
H24 1.727 -4.411 -1.099
C17 -2.192 1.090 1.630
C18 5.122 2.349 1.075
H25 -0.207 -4.869 0.470
C19 0.168 3.345 -3.827
H26 1.719 -1.493 4.927
N4 0.111 1.290 -1.917
H27 -0.522 -0.329 5.156
H28 1.040 -3.837 1.132
C20 0.873 -1.887 -3.136
H29 5.903 2.480 0.329
H30 -1.940 -3.797 -1.924
C21 -2.461 -3.079 0.047
H31 4.598 3.290 1.218
Sc1 0.097 -0.025 -0.016
C22 -0.628 -2.059 -3.391
C23 0.186 4.435 -4.855
C24 -1.719 0.785 2.907
H32 -3.196 -2.408 0.492
S3 -1.738 -1.425 -2.108
H33 0.157 -4.053 -1.793

***

[5]
Formula: C24H33N4O4P2Pt
Source: the Open Molecules 2025 dataset
Level of theory: wB97M-V/def2-TZVPD

Its total charge is +1. Its spin multiplicity is 3. The value obtained for the HOMO energy (alpha / beta) is -10.488 / -12.196 eV. The calculation puts the gap between HOMO and LUMO (alpha / beta) at 0.24765 / 0.27344 hartree. As for the relative energy (zero: lowest compared OMol25 entry of this formula, charge and spin): 2.0 kcal per mole.

Atoms and positions in Å:
C1 -0.660 -2.987 -1.121
H1 2.412 -0.429 -1.445
H2 -2.092 1.123 0.288
C2 -2.271 -0.532 -1.125
H3 -0.823 -0.721 -2.749
H4 3.401 -1.894 -1.661
O1 0.316 3.178 1.106
P1 -1.441 -1.759 -0.017
C3 -0.823 -4.538 -2.778
C4 -1.138 -1.179 4.933
N1 -1.432 -3.724 -1.886
P2 1.746 -2.170 0.056
H5 2.280 -5.371 -3.948
H6 -2.011 -1.098 5.579
H7 4.145 -4.971 0.830
N2 -0.415 0.204 2.980
H8 -0.183 4.152 2.384
H9 -3.046 -2.021 -2.535
H10 -4.207 -1.539 -1.289
C5 -0.709 2.261 3.786
C6 3.665 -4.222 0.196
C7 2.650 -3.448 1.041
C8 -2.733 -2.715 0.822
C9 -0.299 1.551 2.698
H11 4.450 -3.569 -0.187
H12 -1.681 0.815 -2.686
H13 -1.308 -1.975 4.211
H14 0.858 -3.865 2.221
H15 3.201 -4.732 -0.646
H16 4.134 -2.029 1.803
H17 -3.318 -3.270 0.088
H18 -1.583 -6.769 -5.208
N3 -1.072 1.323 4.716
H19 -1.424 1.579 5.630
C10 -0.992 -6.143 -4.554
O2 0.505 1.029 0.550
C11 1.201 -5.380 -3.875
H20 -2.273 -3.423 1.511
C12 -3.398 -1.187 -1.931
C13 0.591 -4.561 -2.893
H21 0.877 -6.779 -5.437
C14 1.600 -4.401 1.619
H22 2.093 -5.126 2.268
H23 1.077 -4.956 0.838
H24 -3.394 1.278 -0.886
H25 3.891 -3.465 2.791
H26 -3.589 0.181 0.474
H27 3.692 -0.796 -0.282
C15 -0.885 0.092 4.211
C16 -0.845 3.705 4.139
C17 -2.864 0.572 -0.243
C18 0.421 -6.149 -4.684
H28 -0.279 -1.449 5.549
C19 -1.213 0.043 -2.072
N4 1.364 -3.827 -2.062
C20 3.379 -2.722 2.177
H29 -2.682 -5.333 -3.513
H30 -0.391 0.510 -1.529
O3 -0.515 4.581 3.221
H31 -3.819 -0.434 -2.600
C21 -1.606 -5.360 -3.624
H32 2.689 -2.169 2.818
C22 0.751 -3.074 -1.179
Pt1 0.280 -0.957 1.346
C23 0.211 1.989 1.367
O4 -1.306 3.985 5.217
C24 2.934 -1.235 -0.930
H33 -3.385 -2.046 1.382

***

[6]
Formula: C24H33N4O5RuSSe2
Source: the Open Molecules 2025 dataset
Level of theory: wB97M-V/def2-TZVPD

Its spin multiplicity is 2. The value obtained for the HOMO energy (alpha / beta) is -6.897 / -7.018 eV. The calculation puts the gap between HOMO and LUMO (alpha / beta) at 0.21915 / 0.22655 hartree.

Atoms and positions in Å:
C1 2.366 -1.184 1.264
N1 0.793 -0.139 -0.196
H1 0.740 -2.150 0.269
H2 -7.051 -2.266 -0.074
H3 -3.467 -3.197 -2.715
C2 -3.772 -2.092 0.955
H4 4.143 -1.775 3.294
H5 -1.593 3.814 -3.107
Se1 -3.619 0.215 -1.764
C3 5.577 -0.369 3.971
C4 -1.466 2.027 1.030
H6 -3.024 3.006 -2.398
N2 4.538 -0.855 3.230
C5 6.395 -0.943 4.928
C6 7.545 1.189 5.067
H7 2.981 0.564 -2.596
C7 1.470 1.003 -0.055
C8 6.726 1.773 4.123
Se2 -1.882 -2.213 0.366
C9 -6.228 -2.352 0.638
Ru1 -1.205 -0.545 -1.519
C10 2.255 -0.039 -3.157
H8 6.847 2.802 3.824
C11 -4.703 -2.995 -1.211
N3 4.805 1.269 2.600
C12 -1.546 -2.296 -3.965
H9 -5.187 0.135 0.195
C13 -1.369 3.161 -1.047
C14 -5.051 -0.569 -0.630
C15 -0.731 1.743 -4.144
O1 0.952 0.483 -3.061
H10 8.336 1.772 5.515
S1 -2.473 -2.999 -5.052
H11 2.677 -2.102 1.738
H12 -0.965 0.820 -4.685
O2 -1.536 1.936 -0.374
O3 -3.536 -2.666 -1.910
H13 6.264 -1.969 5.235
C16 4.113 0.169 2.417
C17 7.385 -0.143 5.462
H14 -0.496 2.417 1.360
H15 1.344 1.717 -4.680
H16 2.216 -1.042 -2.736
C18 5.730 0.979 3.558
H17 -0.928 2.612 -4.787
H18 -5.940 -0.533 -1.261
H19 1.096 1.845 -0.619
H20 -6.173 -3.401 0.968
H21 3.077 2.085 0.876
C19 3.026 0.031 1.484
C20 2.571 1.140 0.760
N4 -0.825 -1.815 -3.169
H22 -2.262 2.673 1.418
H23 2.578 -0.100 -4.204
O4 -6.566 -1.507 1.704
H24 -4.627 -4.008 -0.787
H25 8.059 -0.557 6.197
C21 -1.929 2.991 -2.467
H26 -5.904 -1.599 2.398
H27 -5.579 -2.955 -1.872
H28 -3.911 -2.998 1.551
C22 -4.896 -1.985 -0.075
H29 -1.941 3.959 -0.551
H30 -3.786 -1.222 1.616
H31 -0.308 3.460 -1.056
C23 1.270 -1.214 0.430
O5 -1.594 1.742 -3.034
H32 -1.592 1.011 1.408
C24 0.749 1.691 -3.757
H33 1.039 2.556 -3.135

***

[7]
Formula: C24H33N5O3S
Source: the Open Molecules 2025 dataset
Level of theory: wB97M-V/def2-TZVPD

The value obtained for the HOMO energy is -8.158 eV. The calculation puts the gap between HOMO and LUMO at 0.32114 hartree. As for the relative energy (zero: lowest compared OMol25 entry of this formula, charge and spin): 0.0 kcal per mole. Its structure (SMILES) is CC(C)CCN(C(=S)NC(=O)C1CCCCC1)c1c(N)n(Cc2ccccc2)c(=O)[nH]c1=O.

Atoms and positions in Å:
N1 1.846 0.355 -0.943
H1 4.778 -2.132 2.573
H2 -2.867 -2.336 -3.820
C1 -2.078 3.498 2.483
H3 3.010 1.646 0.179
H4 4.714 0.309 3.195
H5 -0.056 2.063 3.352
C2 -4.032 2.088 1.123
H6 0.017 -2.790 1.685
N2 0.149 -1.804 1.487
H7 -4.796 1.535 0.597
C3 -4.118 3.467 1.222
H8 -1.558 -4.095 -2.693
C4 0.879 -1.497 0.337
H9 0.361 -1.248 -3.265
C5 -1.922 -2.074 -3.338
H10 -1.977 -1.396 -0.108
H11 -4.147 -0.909 -2.196
H12 -3.278 0.336 -1.281
H13 -2.366 0.021 -3.573
C6 -3.199 -0.663 -1.713
H14 5.164 0.184 -0.448
C7 -2.901 -1.682 -0.617
S1 2.758 -0.143 -3.382
H15 0.729 2.368 -0.236
N3 0.546 2.165 0.738
H16 -0.186 2.743 1.125
H17 5.846 0.627 1.879
H18 3.067 -0.601 1.606
H19 3.964 -1.054 -0.795
C8 -0.839 -0.035 -2.141
C9 4.113 -0.520 1.291
C10 1.051 -0.084 0.145
O1 -0.994 -1.315 3.374
H20 -1.185 0.782 3.859
C11 3.150 0.915 -0.619
H21 -4.945 3.992 0.770
C12 0.434 0.828 0.970
C13 -2.080 -0.665 -2.763
C14 4.782 -1.873 1.516
H22 4.255 -2.651 0.969
H23 4.334 1.529 1.982
C15 -2.741 -3.082 -1.202
H24 -2.911 0.339 1.635
O2 1.278 -2.384 -0.390
H25 -3.707 -1.678 0.120
N4 -0.234 0.406 2.090
N5 0.355 -0.587 -2.500
C16 1.629 -0.123 -2.183
C17 -1.629 -3.101 -2.247
C18 -1.985 2.114 2.383
O3 -0.913 0.934 -1.409
C19 4.159 -0.161 -0.199
C20 -0.830 1.371 3.006
C21 -0.400 -0.938 2.390
C22 -3.143 4.170 1.908
H26 -1.319 4.050 3.021
H27 -0.673 -2.887 -1.766
H28 -1.157 -2.107 -4.118
H29 3.509 1.424 -1.516
C23 4.791 0.555 2.138
H30 5.814 -1.848 1.172
H31 -2.515 -3.793 -0.406
H32 -3.208 5.244 1.994
H33 -3.683 -3.387 -1.666
C24 -2.973 1.414 1.703

***

Max |F| for every record listed, in sequence, given in eV/Å: 6.5; 0.9; 0.1; 1.5; 0.4; 2.1; 0.8.